46
Properties=species:S:1:pos:R:3:forces:R:3:lowdin_charge:R:1 method="wB97M-V/def2-TZVPD" lumo_ev=-2.137 largest_force_ev_per_a=0.7 total_charge=+1 multiplicity=1
C -2.6594 -3.5768 -0.2522 0.1 0.2 0.0 -0.06
C -1.6792 -2.4607 -0.5759 0.0 -0.6 -0.2 -0.17
N -2.0656 -1.1328 -0.0510 0.6 0.3 -0.2 -0.15
C -3.2662 -0.5535 -0.6844 -0.5 0.3 -0.2 -0.08
C -3.5130 0.8374 -0.0469 0.0 -0.1 0.1 -0.12
N -2.3179 1.2108 0.6564 -0.3 0.0 0.2 -0.22
C -1.7424 2.5124 0.4933 0.2 0.1 -0.3 -0.15
C -0.8310 2.5430 -0.7598 -0.1 0.0 0.3 -0.06
C 0.2914 1.5387 -0.6174 -0.3 0.4 -0.1 -0.41
O 0.0678 0.3239 -0.6125 0.3 -0.2 -0.1 0.03
N 1.5122 2.0684 -0.4689 0.0 0.4 0.0 0.15
C 2.7593 1.4339 -0.3076 0.5 -0.3 0.1 -0.20
C 3.8577 2.2496 -0.0490 -0.2 -0.1 0.0 -0.02
C 5.1071 1.6881 0.1171 0.1 -0.1 0.0 -0.11
C 5.2628 0.3146 0.0211 0.1 -0.1 0.0 -0.61
Br 7.0026 -0.4226 0.2595 -0.3 0.1 0.0 0.79
C 4.1807 -0.5235 -0.2456 0.3 0.2 0.1 -0.30
C 4.3585 -2.0008 -0.3598 0.0 -0.1 0.0 -0.08
C 2.9307 0.0585 -0.4053 -0.2 0.0 0.0 0.03
C -2.0959 0.4186 1.8345 0.0 0.2 0.0 -0.12
C -2.2028 -1.0667 1.4167 0.0 0.1 0.6 -0.08
H -2.2771 -4.5043 -0.6689 0.0 -0.1 0.0 0.09
H -3.6368 -3.3993 -0.6915 -0.1 0.0 0.0 0.08
H -2.7703 -3.7163 0.8193 0.0 0.0 0.1 0.08
H -0.6988 -2.6984 -0.1581 0.0 0.2 0.0 0.14
H -1.5700 -2.3647 -1.6581 0.0 0.1 0.1 0.14
H -1.2596 -0.4508 -0.2878 -0.4 -0.4 0.0 0.12
H -3.0780 -0.4712 -1.7559 0.1 -0.1 0.1 0.14
H -4.1230 -1.2090 -0.5271 0.1 -0.1 0.0 0.13
H -4.3761 0.7908 0.6337 0.0 0.0 -0.1 0.13
H -3.7378 1.5722 -0.8181 0.0 0.0 0.0 0.13
H -2.5116 3.2853 0.3819 0.1 0.0 0.1 0.13
H -1.1509 2.7563 1.3775 -0.1 0.0 0.0 0.13
H -1.4288 2.2669 -1.6302 0.1 0.0 0.0 0.13
H -0.4500 3.5520 -0.9070 0.0 0.1 -0.1 0.12
H 1.5784 3.0785 -0.4695 -0.2 -0.2 -0.1 0.15
H 3.7386 3.3206 0.0223 0.0 0.1 0.0 0.12
H 5.9616 2.3141 0.3191 0.1 0.0 0.0 0.11
H 3.4166 -2.4918 -0.5873 -0.1 0.0 0.0 0.08
H 5.0760 -2.2340 -1.1457 0.0 -0.1 0.0 0.08
H 4.7556 -2.4072 0.5699 0.0 -0.1 0.0 0.08
H 2.0836 -0.5714 -0.6181 0.0 0.0 0.0 0.10
H -2.8241 0.6295 2.6342 0.1 -0.1 0.0 0.13
H -1.0973 0.6323 2.2183 0.0 0.0 0.0 0.13
H -1.4104 -1.6546 1.8793 -0.1 -0.1 -0.1 0.14
H -3.1675 -1.4865 1.7056 0.1 -0.1 -0.1 0.14